Formula: C39H43BClN7O4P2Ru
Source: the OMol25 dataset
Level of theory: ωB97M-V/def2-TZVPD

Properties
Spin multiplicity = 6
Net charge = +1

Geometry (Å):
Ru1 0.0398 0.0522 0.0109
C1 0.1116 2.3461 3.3088
C2 1.0442 1.2007 3.0901
C3 2.1630 0.8843 3.8546
C4 2.6684 -0.2894 3.3334
C5 3.8598 -1.0712 3.7804
N1 1.8789 -0.6565 2.3100
N2 0.8785 0.2718 2.1424
B1 1.7815 -2.0868 1.7215
N3 2.2325 -2.1444 0.2635
N4 1.6796 -1.3596 -0.7100
C6 2.4037 -1.5738 -1.8246
C7 2.2046 -0.8861 -3.1301
C8 3.3932 -2.5114 -1.5583
C9 3.2618 -2.8459 -0.2258
C10 4.0658 -3.8212 0.5725
N5 0.3161 -2.5354 1.8361
N6 -0.7013 -1.7603 1.3581
C11 -1.8286 -2.2490 1.9030
C12 -3.1830 -1.6513 1.7512
C13 -1.5288 -3.3641 2.6846
C14 -0.1605 -3.5083 2.6291
C15 0.7016 -4.5268 3.3024
H1 0.5683 3.0608 3.9907
H2 -0.8182 1.9923 3.7625
H3 -0.1230 2.8593 2.3820
H4 2.5537 1.4474 4.6902
H5 4.3756 -0.5220 4.5654
H6 4.5569 -1.2327 2.9559
H7 3.5761 -2.0490 4.1751
H8 2.4696 -2.8177 2.3646
H9 2.1057 0.1867 -2.9780
H10 1.3274 -1.2595 -3.6538
H11 3.0718 -1.0623 -3.7630
H12 4.1246 -2.8922 -2.2547
H13 4.7975 -4.2967 -0.0771
H14 3.4317 -4.5963 1.0040
H15 4.5979 -3.3337 1.3911
H16 -3.1319 -0.5655 1.6787
H17 -3.7829 -1.8932 2.6275
H18 -3.7005 -2.0421 0.8792
H19 -2.2252 -3.9705 3.2462
H20 0.0693 -5.2598 3.8000
H21 1.3509 -4.0696 4.0512
H22 1.3348 -5.0484 2.5837
N7 -2.1133 0.7868 -2.3901
P1 -2.4818 0.5156 -0.7751
C16 -3.0777 2.0618 -0.0397
C17 -2.6993 2.3957 1.2537
C18 -3.1604 3.5667 1.8397
C19 -4.0014 4.4059 1.1262
C20 -4.3984 4.0690 -0.1661
C21 -3.9457 2.8953 -0.7453
C22 -4.0205 -0.4364 -1.0028
C23 -5.1906 -0.1340 -0.3093
C24 -6.3431 -0.8688 -0.5458
C25 -6.3314 -1.9166 -1.4584
C26 -5.1591 -2.2441 -2.1252
C27 -4.0057 -1.5101 -1.8942
P2 -0.4853 0.8864 -2.8325
C28 -0.5924 0.1339 -4.5091
C29 0.3715 0.3665 -5.4934
C30 0.2465 -0.2021 -6.7503
C31 -0.8384 -1.0186 -7.0483
C32 -1.7848 -1.2782 -6.0726
C33 -1.6557 -0.7168 -4.8085
C34 -0.1862 2.6376 -3.2448
C35 -1.2223 3.5634 -3.2017
C36 -1.0046 4.8782 -3.5904
C37 0.2491 5.2766 -4.0322
C38 1.2936 4.3638 -4.0565
C39 1.0820 3.0568 -3.6466
H23 -2.8484 1.0252 -3.0457
H24 -2.0356 1.7381 1.8033
H25 -2.8589 3.8288 2.8470
H26 -4.3568 5.3254 1.5771
H27 -5.0662 4.7186 -0.7187
H28 -4.2852 2.6232 -1.7390
H29 -5.2086 0.6725 0.4140
H30 -7.2538 -0.6211 -0.0162
H31 -7.2373 -2.4795 -1.6462
H32 -5.1412 -3.0742 -2.8193
H33 -3.0861 -1.7815 -2.3989
H34 1.2229 0.9995 -5.2952
H35 1.0000 -0.0036 -7.5023
H36 -0.9415 -1.4480 -8.0368
H37 -2.6281 -1.9222 -6.2894
H38 -2.3982 -0.9489 -4.0572
H39 -2.2050 3.2683 -2.8600
H40 -1.8187 5.5918 -3.5486
H41 0.4144 6.3024 -4.3410
H42 2.2845 4.6747 -4.3682
H43 1.9275 2.3796 -3.5977
O1 1.7545 3.8841 -0.8134
Cl1 1.5482 2.6755 -0.1039
O2 2.2469 2.6635 1.1335
O3 0.0776 2.4565 0.1207
O4 1.9241 1.4947 -0.9001

Here are the Mulliken charges for atoms 1 to 6, given in e:
1. Ru 1.3499
2. C -1.2098
3. C 0.5693
4. C -1.5306
5. C 0.8369
6. C -1.3466

Formula: C6H13N
Source: the OMol25 dataset
Level of theory: ωB97M-V/def2-TZVPD

Properties
SMILES string = CC/C(C)=C(/C)N

Geometry (Å):
C1 0.5073 1.8836 -1.3461
C2 -0.7233 1.0405 -1.0115
N1 0.2249 0.7735 1.6759
C3 0.1069 -0.3684 0.8559
C4 -0.3653 -0.2847 -0.3931
C5 -0.2919 -1.4113 -1.3847
C6 0.3615 -1.6782 1.5537
H1 1.0964 2.0007 -0.4312
H2 0.2670 2.9126 -1.6090
H3 1.1616 1.4402 -2.0988
H4 -1.3812 1.6279 -0.3647
H5 -1.3154 0.8774 -1.9111
H6 0.3103 0.5361 2.6617
H7 -0.5595 1.4146 1.6323
H8 0.2472 -1.0469 -2.2603
H9 0.1423 -2.3603 -1.0840
H10 -1.2720 -1.6589 -1.8144
H11 1.0126 -1.5865 2.4301
H12 -0.5861 -2.1295 1.8366
H13 0.8929 -2.3942 0.9189

Here are the Mulliken charges for atoms 1 to 6, given in e:
1. C -1.0161
2. C -0.9642
3. N -0.5530
4. C 0.7344
5. C 0.5344
6. C -1.4315

Formula: C4H6N2
Source: the OMol25 dataset
Level of theory: ωB97M-V/def2-TZVPD

Geometry (Å):
C1 -0.1232 -0.5855 0.5810
C2 0.5455 0.7491 0.2862
C3 -0.7932 0.3924 -0.3048
C4 -1.0039 -0.0815 -1.7278
N1 -1.8897 0.5764 -2.5267
N2 -0.7186 0.7952 -2.8793
H1 0.3492 -1.2937 -0.1775
H2 -0.4262 -1.0219 1.5596
H3 0.4925 1.6131 0.9139
H4 1.4488 0.8498 -0.3462
H5 -1.6207 1.0288 0.1327
H6 -1.1617 -1.4496 -1.7552

Here are the Mulliken charges for atoms 1 to 6, given in e:
1. C -0.6905
2. C -0.6137
3. C -0.0422
4. C 0.2772
5. N -0.3141
6. N -0.2695

Formula: C15H20BrN2O7PSeTeTl
Source: the OMol25 dataset
Level of theory: ωB97M-V/def2-TZVPD

Properties
Net charge = -1

Geometry (Å):
Tl1 -1.1659 2.1573 1.4604
N1 -0.7275 1.7133 4.0980
C1 -1.6979 0.6706 4.4416
C2 -1.2195 -0.7004 3.9805
C3 -1.6178 -1.0965 2.5291
O1 -1.5146 -2.3102 2.2728
O2 -2.0108 -0.1835 1.7536
H1 0.1966 1.4696 4.4350
H2 -1.0001 2.6054 4.4974
H3 -2.6326 0.9144 3.9300
H4 -1.8949 0.6450 5.5241
H5 -1.6080 -1.4837 4.6324
H6 -0.1260 -0.7552 4.0308
Br1 0.9223 -0.1098 -8.1636
C4 0.4906 0.4903 -6.4110
C5 0.3720 -0.4404 -5.3932
C6 0.0706 -0.0002 -4.1141
C7 -0.0948 1.3585 -3.8670
C8 -0.0046 2.2749 -4.9069
C9 0.3082 1.8439 -6.1862
C10 -0.4397 1.8525 -2.4918
O3 -1.4831 2.4172 -2.2881
O4 0.4502 1.6578 -1.5236
H7 0.5163 -1.4934 -5.5885
H8 -0.0613 -0.7159 -3.3122
H9 -0.1691 3.3243 -4.7047
H10 0.4081 2.5496 -6.9977
C11 -0.7219 -2.8300 -1.0618
C12 0.6422 -2.2288 -0.7963
O5 0.4693 -1.0792 0.0463
P1 1.6548 -0.1091 0.3958
O6 1.3474 0.8614 1.4575
Te1 2.3572 0.7985 -1.7890
O7 2.9219 -1.0347 0.7732
C13 3.0218 -1.4259 2.1601
C14 2.1412 -2.6174 2.4936
H11 -0.6201 -3.8286 -1.4853
H12 -1.3122 -2.2050 -1.7313
H13 -1.2475 -2.8845 -0.1057
H14 1.1531 -1.9164 -1.7190
H15 1.2842 -2.9520 -0.2864
H16 2.7482 -0.5726 2.7831
H17 4.0758 -1.6588 2.3191
H18 1.0894 -2.3993 2.2982
H19 2.2463 -2.8577 3.5514
H20 2.4330 -3.4904 1.9093
Se1 -3.3863 3.9874 3.3227
C15 -3.3014 5.4198 2.2482
N2 -3.2634 6.3678 1.5793

Here are the Mulliken charges for atoms 1 to 6, given in e:
1. Tl 0.7357
2. N -0.4159
3. C -0.6654
4. C -0.3063
5. C 0.5866
6. O -0.7580

Formula: C4H4S
Source: the OMol25 dataset
Level of theory: ωB97M-V/def2-TZVPD

Geometry (Å):
C1 0.0581 1.0599 0.0162
C2 0.0159 -1.0659 -0.0074
C3 1.1249 -0.0219 -0.0140
C4 -1.1109 0.0249 -0.1521
S1 2.7367 0.0051 -0.0206
H1 -0.0411 1.6857 0.9087
H2 0.0044 1.8617 -0.8851
H3 0.0605 -1.9117 -0.6958
H4 0.1222 -1.5435 0.8858

Here are the Mulliken charges for atoms 1 to 6, given in e:
1. C -0.2250
2. C -0.3993
3. C 0.0480
4. C -0.3066
5. S -0.3039
6. H 0.2990

Formula: C7H7N3O
Source: the OMol25 dataset
Level of theory: ωB97M-V/def2-TZVPD

Geometry (Å):
C1 -1.6795 0.4738 1.4219
C2 0.0194 -0.4306 0.7319
C3 0.8781 -1.5599 0.3762
C4 1.8003 -1.3322 -0.7099
C5 1.5930 -0.1531 -1.5149
C6 0.5978 0.7626 -1.2761
C7 -0.2589 0.4997 -0.1704
H1 -2.9252 1.8294 2.1764
H2 -2.8231 0.2528 2.8623
H3 0.9003 -2.3627 1.2181
H4 2.6350 -1.9312 -1.0301
H5 2.7624 1.1362 -2.6712
H6 3.0419 -0.7737 -2.7880
H7 0.4721 1.6733 -1.8422
N1 -2.8883 0.7306 1.9633
N2 -0.8500 -0.5295 1.8063
N3 2.2901 0.0167 -2.7044
O1 -1.4534 1.1363 0.1832

Here are the Mulliken charges for atoms 1 to 6, given in e:
1. C 0.3486
2. C 0.6258
3. C -0.7039
4. C -0.5619
5. C 0.9435
6. C -0.7385

| no. | energy (eV) | maximum force (eV/A) |
| --- | --- | --- |
| 1 | -94109.13651 | 0.82 |
| 2 | -7922.54300 | 1.00 |
| 3 | -7220.79625 | 5.33 |
| 4 | -189861.30212 | 1.54 |
| 5 | -15042.42497 | 3.39 |
| 6 | -13888.30862 | 6.42 |